No. 1
Molecular formula: C3H10N2S
Method: DFT, the ωB97M-V functional and the def2-TZVPD basis

Its charge is -1. The calculation puts the energy above the lowest of the compared OMol25 structures with the same formula, charge and spin at 0.00 kJ/mol. Its multiplicity is 2. As for the expectation value of S²: 0.75. The value obtained for the HOMO energy (spin up / spin down) is -0.0240 / -0.0983 hartree. As for the orbital gap (spin up / spin down): 4.724 / 6.649 eV.

Element x y z (Å)
1 N 1.63048 -0.20079 3.12904
2 C 0.90927 -0.20989 1.91281
3 N 1.42813 -0.78688 0.75928
4 H 2.59183 -0.47151 3.17614
5 H 1.29429 0.29587 3.92645
6 H -0.11749 0.09982 1.92086
7 H 0.65795 -1.09804 0.06740
8 H 2.32190 -1.23718 0.86916
9 C -1.80862 0.70728 -2.57509
10 C -0.86957 0.35387 -1.42091
11 S -0.83552 -1.43171 -1.05534
12 H -2.78452 0.26126 -2.38327
13 H -1.41020 0.32023 -3.51621
14 H -1.95329 1.79687 -2.63902
15 H -1.20142 0.90440 -0.53206
16 H 0.14679 0.69640 -1.63923


No. 2
Molecular formula: H3N3O2
Method: DFT, the ωB97M-V functional and the def2-TZVPD basis

Its charge is 0. The calculation puts the energy above the lowest of the compared OMol25 structures with the same formula, charge and spin at 25.55 kJ/mol. Its multiplicity is 1. The value obtained for the HOMO energy is -0.3838 hartree. As for the orbital gap: 11.275 eV. Its SMILES is NN[N+](=O)[O-].

Element x y z (Å)
1 N 1.25410 -0.23023 -0.18110
2 N 0.11216 0.54755 -0.21137
3 N -1.11507 0.02508 0.07230
4 O -1.15756 -1.18257 0.11833
5 O -2.02500 0.80554 0.17392
6 H 1.49960 -0.51380 0.77329
7 H 1.10374 -1.07270 -0.73165
8 H 0.32801 1.62113 -0.01371


No. 3
Molecular formula: C12H16N2
Method: DFT, the ωB97M-V functional and the def2-TZVPD basis

Its charge is 0. The calculation puts the energy above the lowest of the compared OMol25 structures with the same formula, charge and spin at 126.97 kJ/mol. Its multiplicity is 1. The value obtained for the HOMO energy is -0.3128 hartree. As for the orbital gap: 9.441 eV. Its SMILES is CCc1c[nH]cn1.Cc1ccccc1.

Element x y z (Å)
1 C -3.63133 0.99163 -1.59174
2 C -3.80207 0.90481 -0.09084
3 C -3.36533 -0.38128 0.51392
4 C -4.07082 -1.56106 0.48432
5 N -3.17634 -2.55799 0.72107
6 C -1.95649 -1.97287 0.84210
7 N -2.04536 -0.67169 0.75789
8 H -4.53568 0.69076 -2.12392
9 H -2.77387 0.46595 -1.98518
10 H -3.48108 2.03048 -1.89173
11 H -3.32640 1.72724 0.45881
12 H -4.75164 1.32772 0.26057
13 H -5.14769 -1.57513 0.49878
14 H -3.32095 -3.54337 0.85391
15 H -0.95514 -2.37580 0.86400
16 C 3.66299 0.86970 -2.06037
17 C 3.39352 0.56254 -0.60832
18 C 4.04438 -0.51797 -0.02845
19 C 4.02410 -0.68868 1.34781
20 C 3.18605 0.08402 2.13971
21 C 2.28392 0.93773 1.50055
22 C 2.39646 1.19106 0.14038
23 H 4.25911 0.06889 -2.49261
24 H 4.18987 1.80560 -2.24668
25 H 2.70350 0.93252 -2.57955
26 H 4.80704 -1.03177 -0.55526
27 H 4.66689 -1.36298 1.90240
28 H 3.37130 0.19151 3.19545
29 H 1.58004 1.51011 2.09033
30 H 1.77104 1.94834 -0.31733


No. 4
Molecular formula: C6H72NO34S
Method: DFT, the ωB97M-V functional and the def2-TZVPD basis

Its charge is -1. The calculation puts the energy above the lowest of the compared OMol25 structures with the same formula, charge and spin at 111.40 kJ/mol. Its multiplicity is 1. The value obtained for the HOMO energy is -0.2005 hartree. As for the orbital gap: 6.230 eV.

Element x y z (Å)
1 C -0.73203 3.74412 -2.15639
2 O -0.46803 3.09012 -0.89639
3 C -0.61303 1.69612 -0.97439
4 C -0.36603 1.17812 0.33961
5 N -0.45703 -0.30188 0.41161
6 H -1.49203 -0.50288 0.35961
7 H -0.33303 -0.74088 -0.43039
8 C 0.24697 -0.96488 1.60561
9 C 0.20997 -2.39788 1.44461
10 O 0.78397 -2.99888 2.60261
11 C 0.91997 -4.36488 2.62961
12 H 0.18697 3.82512 -2.89439
13 H -0.71803 4.69312 -1.91339
14 H -1.66603 3.44712 -2.62139
15 H 0.36297 1.23812 -1.50939
16 H -1.62103 1.45712 -1.33839
17 H -1.14703 1.63812 0.99461
18 H 0.65897 1.60012 0.69461
19 H -0.53803 -0.72588 2.34261
20 H 1.16097 -0.40388 1.75561
21 H 0.65697 -2.67588 0.56261
22 H -0.73303 -2.74788 1.51461
23 H 1.38997 -4.72088 3.40261
24 H 1.71097 -4.55288 1.89661
25 H 0.09897 -4.84788 2.21061
26 S -3.84803 -1.55888 -0.84939
27 O -4.93803 -0.57288 -0.78539
28 O -2.92003 -1.14088 0.25661
29 O -4.22803 -2.90088 -0.67739
30 O -3.20303 -1.45288 -2.13039
31 O -0.49303 -4.83888 -0.99039
32 H 0.38197 -4.67888 -1.47939
33 H -1.05603 -5.16388 -1.70239
34 O 3.49697 2.06112 0.91461
35 H 2.98697 2.68112 1.51061
36 H 4.36897 2.45912 1.17561
37 O -0.56803 -7.98688 2.86561
38 H -0.56503 -7.53888 1.92861
39 H 0.17597 -8.48788 2.80461
40 O 4.25697 -4.70588 3.83461
41 H 4.23397 -5.00888 2.98361
42 H 5.15797 -4.56488 4.27861
43 O 2.38397 -3.23188 6.41161
44 H 1.94497 -2.33788 6.21361
45 H 2.34197 -3.71688 5.62161
46 O 3.01597 3.73212 -1.12839
47 H 2.54897 3.16412 -1.66739
48 H 3.19597 3.44012 -0.24839
49 O 3.50597 -1.95388 2.00561
50 H 3.61497 -2.95788 2.40861
51 H 3.74197 -2.07288 1.07961
52 O -0.68703 -1.25488 -2.38339
53 H -0.18903 -1.83088 -2.88139
54 H -1.67703 -1.47988 -2.52739
55 O -3.54703 4.47112 -4.06939
56 H -4.09203 4.72312 -3.20139
57 H -4.17803 4.82912 -4.73239
58 O -1.23203 -2.72488 4.73661
59 H -1.96003 -2.52688 4.01861
60 H -0.32803 -3.01088 4.12961
61 O 1.99497 3.06312 3.15261
62 H 2.26197 4.14712 3.14361
63 H 1.05097 3.02912 3.12861
64 O 0.31997 0.72712 -4.16239
65 H -0.19103 0.22512 -3.35439
66 H -0.41403 1.12412 -4.74839
67 O -0.81503 4.98312 -5.28839
68 H -0.02503 5.06312 -4.69139
69 H -1.51103 4.88512 -4.82539
70 O -2.95003 -2.65788 2.42561
71 H -2.79103 -3.58088 1.77961
72 H -2.70503 -2.04788 1.71561
73 O 1.91097 -3.77988 -2.28839
74 H 2.45697 -4.44788 -2.74739
75 H 2.51597 -3.42188 -1.63639
76 O -3.32003 3.07112 2.52961
77 H -2.31103 3.60712 2.38961
78 H -3.44303 2.20012 2.40461
79 O -0.05403 -7.15688 0.49661
80 H -0.53903 -7.92088 0.15861
81 H -0.00203 -6.35888 -0.13139
82 O -1.62403 5.06312 1.01461
83 H -1.35203 4.31712 0.59061
84 H -2.43303 5.45612 0.67561
85 O -2.16703 2.04212 -4.93039
86 H -2.68003 1.35912 -4.39239
87 H -2.55903 2.86912 -4.68139
88 O 1.36897 6.09312 -3.46839
89 H 0.74997 6.84312 -3.51739
90 H 2.15397 6.59412 -3.80839
91 O -3.66903 0.38312 2.28361
92 H -3.24503 -0.13588 1.65261
93 H -4.72003 0.54612 1.87861
94 O 4.51797 -4.98288 1.08661
95 H 4.39597 -5.75688 0.55061
96 H 5.35397 -4.74088 0.74661
97 O 1.68297 6.19912 -0.67939
98 H 2.15197 5.29312 -0.81539
99 H 1.50797 6.38012 -1.63839
100 O -0.84603 7.54612 -2.55539
101 H -1.43903 7.74812 -3.27339
102 H -1.47303 7.73112 -1.79739
103 O 2.20097 2.49012 -3.75739
104 H 1.91397 3.41812 -4.16539
105 H 1.62897 1.71912 -4.11039
106 O 2.69797 0.22712 -0.98639
107 H 3.06197 0.74512 -0.19939
108 H 3.10397 0.43812 -1.93639
109 O -0.69003 2.39112 3.76661
110 H -0.54803 1.70412 4.47061
111 H -1.55503 2.72212 3.92661
112 O -2.85903 -4.81688 0.58761
113 H -3.24603 -4.17188 -0.07739
114 H -1.97503 -4.98688 0.35161


No. 5
Molecular formula: C15H27CdN2OS3Si
Method: DFT, the ωB97M-V functional and the def2-TZVPD basis

Its charge is -1. The calculation puts the energy above the lowest of the compared OMol25 structures with the same formula, charge and spin at 118.23 kJ/mol. Its multiplicity is 1. The value obtained for the HOMO energy is -0.0880 hartree. As for the orbital gap: 5.076 eV.

Element x y z (Å)
1 Cd -0.81275 0.17659 -0.40666
2 C -0.26603 -2.96492 1.02462
3 C -0.40291 -3.44561 -0.42075
4 S -0.28150 -2.19131 -1.72664
5 C -1.77402 -2.57347 -2.73682
6 C -3.13363 -2.47661 -2.06351
7 S -3.17401 -0.58542 -1.24279
8 C -3.85742 -1.27742 0.29569
9 C -2.98204 -2.21223 1.13205
10 S -1.32262 -1.60124 1.58114
11 H -0.43935 -3.82890 1.67171
12 H 0.74852 -2.61000 1.21564
13 H 0.38145 -4.18432 -0.59692
14 H -1.35595 -3.95301 -0.56437
15 H -1.69435 -1.81853 -3.52566
16 H -1.56092 -3.53948 -3.20346
17 H -3.88923 -2.55456 -2.85464
18 H -3.29995 -3.32452 -1.38575
19 H -4.12051 -0.38966 0.86570
20 H -4.76308 -1.84940 0.06666
21 H -3.49676 -2.44108 2.06860
22 H -2.82900 -3.15600 0.61313
23 C 3.34042 -1.88355 -0.59832
24 C 3.18149 -0.62785 0.21960
25 C 4.20471 -0.14671 1.01952
26 C 3.95578 1.01557 1.75295
27 C 2.73700 1.64114 1.65535
28 C 1.73545 1.11058 0.79815
29 N 1.99527 -0.03025 0.11063
30 N 0.50906 1.65667 0.65044
31 Si 0.29766 3.32606 0.27869
32 C -0.03606 4.34833 1.83146
33 C -1.12372 3.58939 -0.89225
34 C 1.85503 4.03942 -0.52125
35 H 4.22697 -1.84197 -1.23445
36 H 2.45845 -2.00430 -1.22558
37 H 3.44862 -2.76243 0.04370
38 H 5.15364 -0.66451 1.06949
39 H 4.72085 1.42116 2.40605
40 H 2.50864 2.53043 2.22773
41 H -0.93969 3.97533 2.32023
42 H -0.18695 5.40647 1.59993
43 H 0.78551 4.27145 2.54880
44 H -2.02887 3.08735 -0.53137
45 H -0.92172 3.13744 -1.86854
46 H -1.30484 4.65812 -1.04231
47 H 2.71206 4.04340 0.15521
48 H 1.66731 5.06934 -0.83832
49 H 2.13336 3.46101 -1.40642
50 O -2.75941 0.97403 -0.33608


No. 6
Molecular formula: C5H5F2N4O
Method: DFT, the ωB97M-V functional and the def2-TZVPD basis

Its charge is -1. Its multiplicity is 1. The value obtained for the HOMO energy (spin up / spin down) is -0.1570 / -0.1570 hartree. As for the orbital gap (spin up / spin down): 7.348 / 7.350 eV.

Element x y z (Å)
1 C 2.99923 1.23153 0.46119
2 C -0.05283 1.23723 0.77727
3 C 0.66826 0.25345 0.05442
4 C -1.33265 2.78237 0.11028
5 C -0.13256 -0.78676 -0.71177
6 N 4.12508 0.80589 -0.09037
7 N 3.89595 -0.05194 -1.00709
8 N 2.64715 -0.39571 -1.09514
9 N 1.96492 0.36662 -0.16550
10 O 2.75377 2.06168 1.28855
11 F -0.40226 3.46610 -0.65683
12 F -2.20959 2.19764 -0.78266
13 H -0.79444 0.74384 1.34419
14 H 0.49182 1.88626 1.38644
15 H 0.34024 -0.87936 -1.75769
16 H -1.15915 -0.54345 -0.81484
17 H -0.05675 -1.84572 -0.44474